129
Properties=species:S:1:pos:R:3:forces:R:3:mulliken_charge:R:1 method="wB97M-V/def2-TZVPD" total_charge=-1 lumo_energy_ev=2.03 orbital_gap_ev=6.5 molar_mass_g_mol=1213.35 total_energy_ev=-128762.747
Pb -0.335848 0.165222 0.369317 0.1 0.0 0.4 2.607
C 1.327606 -2.804264 -0.978814 0.1 0.0 0.1 -1.360
P 1.676138 -1.865397 0.633300 -0.4 -0.4 -0.6 0.983
C 3.365905 -1.307310 0.220985 0.0 0.0 0.1 -0.047
C 3.637362 0.056878 0.272050 0.0 0.1 0.0 0.040
C 4.873714 0.542969 -0.125339 0.0 0.0 0.0 -0.631
C 5.867016 -0.331007 -0.549513 0.0 0.0 0.0 -0.666
C 5.611584 -1.693905 -0.578835 0.0 0.0 0.0 -1.104
C 4.363441 -2.176714 -0.205526 0.0 0.0 -0.1 0.071
C 1.712063 -3.341548 1.705184 0.2 0.1 0.1 0.249
C 0.534957 -4.058574 1.887878 0.0 0.0 0.0 -0.177
C 0.508049 -5.168326 2.719056 0.0 0.0 0.0 -0.769
C 1.662045 -5.582344 3.367485 0.0 0.0 0.0 -0.541
C 2.838937 -4.866016 3.195927 0.0 0.0 0.0 -0.761
C 2.859283 -3.744092 2.381060 0.0 0.0 0.0 -0.648
C 0.708748 -1.958187 -2.050380 0.0 0.1 0.0 -0.244
C 0.689508 -2.164250 -3.415943 0.0 0.0 0.0 -1.027
C -0.050074 -1.094031 -3.983521 0.0 0.0 0.0 -1.170
C -0.459294 -0.301864 -2.932879 0.1 0.1 0.0 -0.115
C -1.105309 1.050137 -2.935176 0.0 0.0 -0.1 -0.629
P 0.075290 2.148495 -2.036562 0.0 0.0 0.1 1.016
C 1.467959 2.222900 -3.216294 0.0 0.0 0.0 0.440
C 2.739002 1.978937 -2.704181 0.0 0.0 0.0 0.265
C 3.856203 1.973638 -3.528780 0.0 0.0 0.0 -1.027
C 3.709251 2.207800 -4.886638 0.0 0.0 0.0 -0.602
C 2.443420 2.424951 -5.417308 0.0 0.0 0.0 -0.899
C 1.332268 2.420467 -4.589837 0.0 0.1 0.0 -0.393
C -0.688301 3.811956 -2.039675 0.0 0.0 0.0 0.064
C -0.858395 4.630608 -3.155417 0.0 0.0 0.0 -0.710
C -1.462032 5.872696 -3.034096 0.0 0.0 0.0 -0.781
C -1.910296 6.312103 -1.793798 0.0 0.0 0.0 -0.707
C -1.751724 5.505993 -0.677483 0.0 0.0 0.0 -0.778
C -1.142185 4.264545 -0.801331 0.0 0.1 0.0 0.302
N 0.011690 -0.818112 -1.750228 -0.1 0.0 0.0 1.485
H 0.682206 -3.651457 -0.730361 0.0 0.0 0.1 0.643
H 2.257325 -3.234404 -1.357820 0.0 -0.1 0.0 0.578
H 2.887927 0.736239 0.664424 0.0 0.0 0.0 0.080
H 5.067422 1.610168 -0.087929 0.0 0.0 0.0 0.428
H 6.836451 0.048368 -0.849321 0.0 0.0 0.0 0.413
H 6.381184 -2.385946 -0.898338 0.0 0.0 0.0 0.393
H 4.168156 -3.241640 -0.252132 0.0 0.0 0.0 0.498
H -0.384298 -3.728338 1.417915 0.0 0.0 0.0 0.229
H -0.424875 -5.694969 2.876868 0.0 0.0 0.0 0.428
H 1.639188 -6.444975 4.021838 0.0 0.0 0.0 0.364
H 3.739529 -5.165017 3.718019 0.0 0.0 0.0 0.390
H 3.762029 -3.152892 2.300567 0.0 0.0 0.0 0.432
H 1.161448 -2.982437 -3.940019 0.0 0.0 0.0 0.502
H -0.241454 -0.912704 -5.031569 0.0 0.0 0.0 0.483
H -2.048180 1.082448 -2.381270 0.0 0.0 0.0 0.102
H -1.301987 1.396839 -3.951921 0.0 0.0 0.0 0.584
H 2.850825 1.749153 -1.652984 0.0 0.0 0.0 -0.145
H 4.830735 1.758443 -3.108415 0.0 0.0 0.0 0.474
H 4.574833 2.195270 -5.537417 0.0 0.0 0.0 0.383
H 2.321646 2.578664 -6.482446 0.0 0.0 0.0 0.400
H 0.349989 2.552575 -5.027403 0.0 0.0 0.0 0.273
H -0.503512 4.305428 -4.125333 0.0 0.0 0.0 0.207
H -1.583625 6.500810 -3.908091 0.0 0.0 0.0 0.426
H -2.382432 7.282426 -1.700406 0.0 0.0 0.0 0.377
H -2.095234 5.837858 0.294518 0.0 0.0 0.0 0.393
H -1.003199 3.648053 0.080407 0.0 0.0 0.0 0.417
N -2.801893 -1.233235 -0.092010 0.0 0.0 0.0 -0.066
N -4.055486 -0.860043 -0.582347 0.2 0.0 0.1 -0.425
C -4.470362 0.422816 -0.525246 0.0 0.0 -0.1 0.262
N -5.778105 0.588080 -0.885557 0.0 0.0 0.0 -0.521
S -3.538023 1.723199 -0.063568 0.0 -0.1 0.0 -0.121
H -2.447904 -2.022722 -0.618550 0.0 0.0 0.0 0.195
H -2.800617 -1.410202 0.923846 0.0 0.0 -0.1 -0.317
H -4.761522 -1.579351 -0.643129 -0.1 0.0 0.1 0.227
H -6.211305 -0.090397 -1.491430 0.0 0.0 0.0 0.191
H -6.055455 1.545067 -1.015041 0.0 0.0 0.0 0.249
O 2.010730 -0.643263 5.071502 0.0 0.0 0.0 -0.793
C 2.094047 -0.739305 3.870609 0.0 -0.1 -0.1 0.438
N 2.207388 -0.811376 2.692276 0.0 0.3 0.4 -0.568
O 1.205881 2.019751 1.466374 0.0 0.3 -0.2 1.583
P 1.254280 3.246533 2.310777 0.0 -0.2 -0.2 -2.468
N -0.270033 3.713549 2.721563 -0.1 0.0 0.1 0.742
C -0.573808 4.917284 3.503790 0.0 0.0 0.0 -0.570
C -1.790822 4.522294 4.341931 0.0 0.0 0.0 -0.861
C -2.494816 3.488249 3.466739 0.0 0.0 0.0 -0.847
C -1.344445 2.698968 2.855544 0.1 0.1 0.0 1.337
N 2.098062 3.117535 3.722401 0.0 0.0 0.1 0.254
C 3.475482 2.584256 3.619465 0.0 0.0 0.0 0.373
C 3.798698 2.046121 5.025997 0.1 -0.1 0.0 -0.845
C 2.654024 2.546264 5.909626 0.0 0.1 0.0 -0.812
C 1.477544 2.584339 4.948000 0.0 0.0 0.0 -0.077
N 2.031825 4.466460 1.504057 0.1 0.0 0.0 0.464
C 2.547443 5.672734 2.164195 0.0 0.0 0.0 -0.438
C 3.452823 6.307303 1.108484 0.0 0.0 0.0 -0.789
C 3.977203 5.096778 0.341054 0.0 0.0 0.0 -0.838
C 2.736150 4.219192 0.234690 -0.1 0.0 0.1 1.299
H -0.814532 5.754670 2.838353 0.0 0.0 0.0 0.262
H 0.278709 5.218625 4.119481 0.0 0.0 0.0 0.349
H -2.414585 5.381518 4.590267 0.0 0.0 0.0 0.447
H -1.469788 4.057184 5.276629 0.0 0.0 0.0 0.231
H -3.067312 3.982963 2.677804 0.0 0.0 0.0 0.304
H -3.173642 2.839658 4.018428 0.0 0.0 0.0 0.510
H -1.618093 2.290187 1.884975 0.0 0.0 0.0 -1.567
H -1.043673 1.859671 3.488427 0.0 0.0 0.0 0.098
H 4.155742 3.381279 3.304735 0.0 0.0 0.0 0.372
H 3.518068 1.776204 2.884182 0.0 0.0 0.0 -0.631
H 4.774512 2.381076 5.377481 0.0 0.0 0.0 0.391
H 3.796555 0.956263 5.005271 0.0 0.1 0.0 0.298
H 2.863133 3.559113 6.266978 0.0 0.0 0.0 0.331
H 2.467571 1.900451 6.766062 0.0 0.0 0.0 0.410
H 0.672145 3.237875 5.280513 0.0 0.0 0.0 -0.149
H 1.084301 1.575827 4.804562 0.0 -0.1 0.0 0.136
H 3.109449 5.409706 3.065810 0.0 0.0 0.0 0.354
H 1.738517 6.343155 2.464024 0.0 0.0 0.0 0.167
H 4.233781 6.925082 1.551768 0.0 0.0 0.0 0.418
H 2.859760 6.935001 0.438539 0.0 0.0 0.0 0.320
H 4.747418 4.586501 0.926659 0.0 0.0 0.0 0.330
H 4.395285 5.345266 -0.634268 0.0 0.0 0.0 0.453
H 2.959968 3.160895 0.130559 0.0 -0.1 0.0 -1.082
H 2.123023 4.519295 -0.618987 -0.1 0.0 -0.1 -0.059
O -6.801921 -2.985819 7.275634 -0.1 0.0 0.0 -0.511
C -6.781784 -3.005132 5.913966 0.1 0.0 0.0 0.658
O -7.770511 -3.369782 5.331940 0.0 0.0 0.0 -0.604
C -5.528603 -2.572163 5.253805 -0.1 0.0 0.1 0.922
C -4.412614 -2.061770 5.925984 0.0 0.0 0.0 -0.528
C -3.278169 -1.674851 5.246396 0.0 0.0 0.0 -1.458
C -3.183717 -1.774238 3.842336 0.0 0.0 -0.1 0.285
S -1.735998 -1.273951 3.029364 0.0 -0.1 -0.1 -0.553
C -4.315329 -2.298142 3.183620 0.0 0.0 0.0 -0.378
C -5.451187 -2.679837 3.864918 0.1 0.0 0.0 -0.842
H -5.938356 -2.714965 7.601113 0.1 0.0 0.0 0.276
H -4.400718 -1.938935 7.006010 0.0 0.0 0.0 0.139
H -2.425223 -1.285301 5.787235 0.0 0.0 0.0 0.444
H -4.289363 -2.410571 2.106504 0.0 0.0 0.0 0.303
H -6.307173 -3.075898 3.333688 0.0 0.0 0.0 0.410